[1]
Computed, not measured: a structure of composition C29H55GeN3OPbSSi3, with ωB97M-V/def2-TZVPD.

CARTESIAN COORDINATES (ANGSTROEM)
H1 0.297 3.631 4.635
H2 -1.817 3.435 0.792
H3 -5.103 2.024 -2.645
H4 -0.737 2.589 -2.145
H5 -1.819 -3.183 1.630
H6 -3.063 -2.237 2.435
O1 1.876 -2.398 -0.190
C1 3.270 3.910 -1.106
H7 -1.654 3.192 -3.515
C2 1.577 2.511 1.112
C3 4.358 4.359 -1.822
H8 2.552 4.641 -0.786
C4 -2.484 -3.103 -1.487
H9 -3.312 0.309 3.282
H10 -6.130 1.099 1.413
H11 4.657 0.019 0.318
C5 2.237 -5.852 -0.373
H12 -2.239 -1.103 -3.726
H13 2.522 -1.385 2.179
H14 -0.062 -0.633 3.357
N1 3.614 0.192 -1.497
H15 3.220 0.239 2.083
H16 2.987 0.110 -3.515
C6 -5.374 -2.384 -0.321
C7 2.922 -4.311 1.383
H17 4.290 -1.512 -0.501
H18 0.284 1.276 4.028
H19 5.595 -0.472 -1.097
C8 2.372 -0.342 2.434
H20 -2.270 1.718 3.468
C9 2.797 -5.788 1.042
Pb1 1.281 -0.100 -0.711
H21 -5.074 0.357 -3.199
Ge1 -3.101 0.221 -0.263
H22 -5.922 2.305 0.144
C10 3.648 -0.425 -2.836
H23 -1.601 0.227 -4.658
C11 -4.544 1.305 -3.237
C12 3.888 1.623 -1.564
H24 -2.224 3.489 -1.892
H25 3.322 -1.459 -2.749
C13 1.561 3.865 1.504
H26 0.080 -1.639 1.923
H27 -5.910 -1.922 0.502
H28 -3.411 -3.857 1.901
N2 1.148 0.149 1.774
H29 2.972 -4.124 2.453
C14 0.628 3.336 3.652
C15 -1.735 -0.145 -3.645
C16 0.611 1.995 3.293
H30 -0.743 -0.321 -3.228
H31 -6.157 2.805 1.804
H32 2.102 -6.271 1.731
S1 1.396 -3.525 0.730
H33 -3.946 1.785 3.964
H34 0.742 -4.569 -1.345
H35 2.977 -5.500 -1.091
C17 4.985 2.090 -2.265
H36 3.760 -6.289 1.123
H37 -0.934 -0.180 1.873
H38 -5.716 -3.412 -0.387
H39 1.952 -6.867 -0.644
H40 4.652 -0.427 -3.258
H41 5.663 1.405 -2.748
C18 1.105 4.265 2.742
H42 2.307 -0.240 3.518
H43 1.163 5.305 3.012
H44 0.163 -5.434 0.095
Si1 -3.800 2.037 1.489
Si2 -3.487 -2.309 -0.064
H45 3.772 -3.833 0.896
H46 -2.940 4.382 1.749
C19 4.603 -0.483 -0.642
C20 -1.745 2.750 -2.526
H47 -2.917 -2.861 -2.453
C21 -2.879 -2.949 1.635
C22 1.051 1.577 2.052
H48 4.513 5.418 -1.957
C23 1.019 -4.943 -0.366
H49 6.120 3.791 -2.913
H50 -4.569 1.648 -4.269
C24 -3.273 1.392 3.207
H51 1.927 4.637 0.854
C25 3.043 2.538 -0.870
H52 -1.446 -2.774 -1.493
Si3 -2.747 1.127 -2.635
C26 5.253 3.450 -2.371
C27 -5.676 2.059 1.175
C28 -0.009 -0.611 2.266
N3 2.086 1.990 -0.051
C29 -2.872 3.622 0.977
H53 -3.304 4.047 0.076
H54 -5.676 -1.887 -1.241
H55 -2.492 -4.185 -1.410

Calculated values
**2S+1**: 2
**Expectation value of S²**: 0.80
**Molar mass**: 857.9 u
**Energy relative to the best compared isomer or geometry (same formula, charge and spin)**: 69.10 kJ/mol
**Gap between HOMO and LUMO (alpha / beta)**: 6.54 / 5.89 eV
**DFT total energy**: -4913.0947 Ha
**HOMO energy (alpha / beta)**: -15.911 / -16.028 eV
**Net charge**: +3

***

[2]
Computed, not measured: a cluster of 2 separate species, C21H24BN4O8 in total in a non-equilibrium geometry, with ωB97M-V/def2-TZVPD.

CARTESIAN COORDINATES (ANGSTROEM)
C1 2.504 -1.630 -6.376
O1 2.428 -1.805 -8.726
C2 0.618 -1.577 -4.797
H1 -1.343 1.009 5.656
H2 -2.181 -1.642 0.150
N1 -0.786 -1.603 -4.864
H3 -1.213 5.220 0.716
C3 1.463 -1.490 -3.700
N2 0.029 -1.716 -7.009
C4 -3.847 3.084 1.065
C5 -1.765 4.295 0.887
H4 0.463 -1.878 2.419
C6 -3.165 4.284 0.814
H5 -2.831 0.916 4.696
O2 5.020 -1.350 -3.098
H6 -1.195 -2.351 4.131
C7 0.389 0.013 3.513
O3 3.341 -1.326 -1.700
C8 -1.061 3.117 1.196
C9 1.052 -1.316 3.156
O4 4.372 -1.702 -7.721
H7 0.498 0.459 -1.475
H8 -1.491 1.962 4.152
H9 1.181 -1.933 4.055
C10 -1.183 -0.189 3.858
H10 -3.680 0.989 1.564
H11 0.809 1.661 4.875
C11 -1.739 1.006 4.631
B1 -0.904 0.514 1.706
H12 -0.996 -1.399 5.636
H13 -3.716 5.196 0.585
C12 -1.282 -1.226 -0.304
H14 1.311 0.867 0.062
H15 0.026 3.149 1.292
C13 3.358 -1.538 -5.275
N3 3.795 -1.374 -2.858
N4 3.117 -1.718 -7.696
O5 -1.116 -1.688 -6.207
C14 -0.529 -0.271 0.242
C15 -1.742 1.920 1.374
H16 2.238 0.802 4.264
C16 0.731 0.104 -0.458
H17 -4.937 3.054 1.046
C17 2.856 -1.469 -3.956
H18 4.431 -1.520 -5.430
H19 -2.577 -1.492 4.841
O6 0.341 0.845 2.374
H20 2.048 -1.119 2.739
C18 -3.132 1.909 1.353
C19 1.062 -1.647 -6.136
H21 -1.003 -1.603 -1.296
C20 1.206 0.677 4.611
O7 -1.650 -1.572 -3.999
H22 1.046 -1.444 -2.704
C21 -1.498 -1.443 4.660
H23 1.224 0.035 5.502
O8 -1.761 -0.274 2.568
H24 1.369 -0.781 -0.602

Calculated values
**Molar mass**: 471.3 u
**Gap between HOMO and LUMO**: 3.67 eV
**DFT total energy**: -1660.1690 Ha
**HOMO energy**: -4.528 eV
**Net charge**: -1

***

[3]
Computed, not measured: a structure of composition C42H55AsCl2HgN7O3P2, with ωB97M-V/def2-TZVPD.

CARTESIAN COORDINATES (ANGSTROEM)
C1 -2.848 -1.643 -2.059
H1 -1.011 4.396 3.621
H2 -2.127 -3.901 3.626
H3 -2.942 2.415 1.023
C2 -4.161 0.365 3.498
H4 6.600 -1.496 3.474
C3 1.177 2.614 -3.827
H5 0.963 -0.852 4.125
Cl1 -2.559 -3.247 -2.787
H6 -4.330 2.236 -3.058
N1 -3.042 1.128 3.267
H7 1.980 5.986 -5.531
C4 3.844 -0.917 -4.559
H8 4.626 0.981 4.030
H9 1.482 1.744 -5.773
C5 -3.541 1.711 -3.581
C6 -5.281 -1.787 3.658
H10 -7.466 0.740 4.235
C7 -2.265 1.674 -3.034
C8 -1.060 3.149 1.825
O1 -0.485 -1.311 -1.967
N2 2.205 -1.559 -0.475
C9 -1.879 -0.946 2.839
C10 -1.728 4.032 2.880
C11 -4.112 -1.052 3.431
H11 -0.083 4.780 0.795
H12 0.500 -5.256 1.247
C12 -2.012 2.861 0.667
C13 -6.529 0.241 4.014
C14 1.173 3.789 -3.082
H13 5.887 -2.449 2.187
C15 0.614 -1.858 3.905
C16 1.467 5.001 -3.694
C17 -3.803 1.064 -4.782
N3 2.859 0.178 1.805
C18 3.937 -0.502 1.716
H14 0.695 3.206 0.531
C19 0.198 3.836 1.275
C20 2.036 -2.481 -4.831
H15 0.701 1.074 4.554
C21 1.769 3.867 -5.796
H16 5.125 -1.608 -1.749
H17 1.772 -1.880 -1.337
H18 1.119 -3.655 0.795
C22 3.371 -2.142 -5.011
C23 3.474 -1.534 -0.541
H19 -1.540 2.155 -0.019
C24 0.227 1.930 4.081
H20 -2.159 4.908 2.380
H21 2.728 0.601 2.714
H22 0.967 2.727 3.971
C25 4.541 -0.110 4.019
H23 -0.478 -4.413 4.067
Cl2 -4.259 -1.671 -0.999
H24 -2.527 3.488 3.381
H25 -2.978 -0.092 -6.395
H26 -4.804 1.074 -5.195
C26 -1.926 0.456 2.892
H27 1.375 -4.282 2.435
H28 -1.287 -3.197 -0.011
C27 -1.253 0.982 -3.687
H29 4.044 -2.834 -5.506
H30 -1.794 -4.782 0.582
N4 -2.936 -1.714 3.140
H31 -2.066 2.176 -2.101
H32 5.248 -1.413 0.426
H33 -1.445 -5.407 2.972
H34 1.485 -2.512 3.810
C28 -0.682 -3.630 2.035
C29 1.760 5.041 -5.051
C30 -1.666 -3.731 0.865
O2 -1.718 -0.417 -0.326
C31 -1.575 -1.084 -1.368
H35 5.235 -0.512 4.751
Hg1 0.629 -0.087 0.599
C32 -6.480 -1.149 3.944
N5 4.852 -0.673 2.715
C33 6.081 -1.428 2.524
H36 3.532 -0.387 4.330
H37 0.133 -1.875 -4.027
As1 0.532 1.000 -2.960
O3 0.795 1.282 -1.342
H38 4.885 -0.649 -4.700
C34 -1.503 0.363 -4.910
H39 1.465 5.914 -3.111
H40 -5.400 2.072 3.846
H41 1.669 -3.440 -5.174
H42 3.335 0.932 -3.591
H43 -2.639 -3.320 1.138
H44 -7.379 -1.733 4.111
H45 -2.236 3.792 0.131
P1 -0.348 -1.818 2.334
H46 -0.019 -2.197 4.724
N6 4.292 -1.129 0.513
H47 0.918 4.068 2.066
H48 0.948 3.741 -2.023
C35 2.977 -0.027 -3.939
C36 -1.217 -4.373 3.261
H49 -5.221 -2.868 3.597
C37 -2.780 0.401 -5.451
C38 1.634 -0.360 -3.775
C39 0.664 -4.234 1.605
C40 1.163 -1.595 -4.211
H50 -0.710 -0.145 -5.444
C41 -5.381 0.988 3.797
H51 3.699 -2.161 -2.453
P2 -0.494 1.481 2.442
N7 4.214 -2.008 -1.600
C42 1.474 2.656 -5.187
H52 6.765 -0.940 1.822
H53 2.001 3.898 -6.854
H54 -0.585 2.271 4.723
H55 -3.094 -0.987 -2.881

Calculated values
**2S+1**: 2
**Expectation value of S²**: 0.77
**Molar mass**: 1114.3 u
**Gap between HOMO and LUMO (alpha / beta)**: 4.18 / 6.84 eV
**DFT total energy**: -6234.7569 Ha
**HOMO energy (alpha / beta)**: -4.267 / -6.924 eV

***

[4]
Computed, not measured: a cluster of 2 separate species, C6H16N2O in total in a non-equilibrium geometry, with ωB97M-V/def2-TZVPD.

CARTESIAN COORDINATES (ANGSTROEM)
N1 2.378 -0.734 -2.034
H1 -1.740 0.766 -1.185
H2 0.364 -0.990 -2.210
H3 -1.476 -1.643 -0.623
H4 -2.130 -1.696 1.017
C1 -0.829 0.345 2.126
C2 -1.264 -1.431 0.422
N2 0.580 0.166 0.034
O1 1.194 -2.336 -0.924
H5 -0.127 -0.305 2.650
C3 -0.858 0.009 0.631
H6 -2.824 0.767 0.210
C4 1.222 -1.301 -1.588
H7 -1.565 1.993 0.078
H8 3.227 -0.960 -1.535
H9 -0.538 1.382 2.297
H10 0.570 2.024 -0.909
H11 2.349 0.148 -2.516
C5 -1.801 0.949 -0.114
H12 -1.817 0.193 2.559
H13 -0.360 -2.097 0.575
H14 2.159 1.477 -0.339
H15 1.189 -0.355 0.662
C6 1.096 1.517 -0.100
H16 1.000 2.113 0.817

Calculated values
**Molar mass**: 132.2 u
**Energy relative to the best compared isomer or geometry (same formula, charge and spin)**: 107.54 kJ/mol
**Gap between HOMO and LUMO**: 9.59 eV
**Structure (SMILES)**: CNC(C)(C)C.NC=O
**DFT total energy**: -422.9458 Ha
**HOMO energy**: -8.826 eV

***

[5]
Computed, not measured: a structure of composition C5H7NS in a non-equilibrium geometry, with ωB97M-V/def2-TZVPD.

CARTESIAN COORDINATES (ANGSTROEM)
C1 -1.107 -0.228 -0.264
C2 -0.149 0.539 -1.146
S1 -1.393 0.744 1.282
H1 1.240 2.006 0.074
N1 1.232 0.108 -1.272
C3 0.814 0.955 -0.052
H2 -2.145 -0.513 -0.709
C4 -0.226 -1.140 0.474
C5 0.315 0.207 1.230
H3 -0.469 1.383 -1.722
H4 1.589 -0.834 -1.141
H5 0.295 -1.821 -0.144
H6 0.946 0.177 2.104
H7 -0.942 -1.582 1.284

Calculated values
**Molar mass**: 113.2 u
**Energy relative to the best compared isomer or geometry (same formula, charge and spin)**: 325.61 kJ/mol
**Gap between HOMO and LUMO**: 9.33 eV
**DFT total energy**: -647.5330 Ha
**HOMO energy**: -8.501 eV

***

[6]
Computed, not measured: a structure of composition C5H11NPRe in a non-equilibrium geometry, with ωB97M-V/def2-TZVPD.

CARTESIAN COORDINATES (ANGSTROEM)
H1 1.007 -1.378 2.384
H2 1.350 2.541 -0.519
H3 1.344 -3.069 -0.227
H4 -0.083 -2.692 -1.822
C1 -1.220 0.507 -1.344
H5 -0.800 -3.208 0.172
H6 -0.616 2.555 1.351
C2 -1.636 1.070 0.039
H7 0.575 0.976 -2.581
C3 0.010 1.160 -1.674
N1 1.251 -0.502 1.923
H8 1.118 0.257 2.591
H9 -2.594 0.890 0.508
C4 -0.631 2.016 0.407
C5 0.403 2.015 -0.589
H10 -1.871 -0.070 -1.987
P1 0.137 -2.341 -0.463
Re1 0.014 -0.191 0.146
H11 2.243 -0.536 1.685

Calculated values
**2S+1**: 4
**Expectation value of S²**: 3.76
**Molar mass**: 302.3 u
**Energy relative to the best compared isomer or geometry (same formula, charge and spin)**: 0.00 kJ/mol
**Gap between HOMO and LUMO (alpha / beta)**: 7.64 / 7.06 eV
**DFT total energy**: -671.1595 Ha
**HOMO energy (alpha / beta)**: -10.847 / -11.948 eV
**Net charge**: +1